This record from OMol25 describes a 9-piece molecular cluster, C57H51BrIN3O20S overall at a distorted geometry. The level of theory is ωB97M-V with the def2-TZVPD basis set.

- Kohn-Sham gap: 7.3 eV
- SMILES string: NC(N)(N)C[C@@]1(CCCI)OS(=O)(=O)[C@@H](Br)C[C@H]1O.O=C1C=CC(=O)C=C1.O=C1C=CC(=O)C=C1.O=C1C=CC(=O)C=C1.O=C1C=CC(=O)C=C1.O=C1C=CC(=O)C=C1.O=C1C=CC(=O)C=C1.O=C1C=CC(=O)C=C1.O=C1C=CC(=O)C=C1
- Highest occupied orbital energy: -9.21 eV
- Total charge: 0

Last column: Löwdin charge in e.
Cartesian coordinates (Å):
I  4.6542  -1.4457  -3.8853  0.789
Br  -0.4679  -5.5894  -0.4320  0.832
S  1.7923  -4.1155  -2.0065  0.656
O  -1.2179  -2.9426  2.8730  0.086
O  2.2216  12.7487  1.9351  0.103
O  2.5305  1.5667  0.2817  0.092
O  -2.1950  -8.7238  3.6638  0.096
O  0.5355  -4.1585  7.7166  0.113
O  -4.7420  2.1109  -0.1375  0.082
O  2.9134  6.8078  -0.3407  0.053
O  2.7017  5.0542  -3.8544  0.104
O  -3.1361  -10.4420  -1.2533  0.114
O  -2.3199  -3.0614  -1.8229  0.086
O  2.4452  -5.2368  0.9155  -0.035
O  -0.6964  1.9764  -1.9420  0.077
O  1.0205  9.7622  -2.2679  0.106
O  1.2744  -3.6903  -3.3207  -0.313
O  2.1842  -5.5246  -2.0068  -0.301
O  2.9826  -3.0989  -1.5938  -0.269
O  -9.7457  0.4681  0.1062  0.096
O  6.9154  8.0242  -5.0550  0.105
O  -7.9282  2.4219  -4.3531  0.113
O  -10.7735  0.7087  5.2927  0.113
N  5.1552  -6.2458  1.0257  0.081
N  6.9336  -4.7551  0.5952  0.052
N  5.1976  -4.0870  2.0739  0.105
C  1.1791  11.9221  -1.3525  0.019
C  1.9473  12.0631  0.9725  -0.391
C  3.7894  4.8662  0.6611  0.031
C  -2.9195  -10.0480  -0.1279  -0.384
C  -3.4421  -10.7750  1.0529  0.022
C  -0.4984  -0.1908  -2.8306  0.045
C  -5.9100  3.0791  -3.3431  0.024
C  -2.4121  -9.1184  2.5361  -0.388
C  -0.4967  -4.6175  4.3558  0.027
C  1.0457  -3.2423  0.4948  -0.136
C  -10.5383  0.6543  4.1052  -0.387
C  3.9817  -1.9188  0.2369  -0.100
C  -5.1081  3.0001  -2.2831  0.022
C  -1.8900  -8.3921  1.3572  0.003
C  2.4625  -3.8330  0.7525  -0.342
C  -9.9810  0.5221  1.2963  -0.379
C  -0.8169  -3.2198  3.9857  -0.384
C  5.4460  6.3119  -5.7141  0.021
C  -1.9522  -1.9059  -1.8525  -0.397
C  4.0148  -0.8480  -0.8729  -0.280
C  1.2951  10.4459  -1.3038  -0.384
C  -8.9907  0.0632  2.2972  0.021
C  5.4494  -4.8243  0.8479  -0.622
C  -3.2072  -10.3429  2.2901  0.019
C  2.8277  5.5995  -0.1985  -0.368
C  0.4014  -3.8647  -0.8102  -0.620
C  3.7015  3.5476  0.8236  0.029
C  5.2238  -1.0111  -1.8518  -0.615
C  5.2313  7.5137  -3.4949  0.030
C  0.1342  -3.8806  6.6073  -0.387
C  2.6369  2.7697  0.1492  -0.366
C  -1.0779  0.8217  -1.9180  -0.361
C  -6.7618  1.4533  -1.1486  0.021
C  1.6839  3.4986  -0.7064  0.041
C  2.0630  10.5879  1.0204  0.024
C  4.7266  -4.2911  -0.4389  -0.038
C  3.5314  -3.3423  -0.2491  -0.369
C  1.7686  4.8167  -0.8715  0.031
C  1.4827  12.6727  -0.2954  0.019
C  4.3854  5.5657  -5.4129  0.022
C  -11.5284  1.1129  3.1035  0.024
C  5.9499  7.3440  -4.7783  -0.390
C  -0.1868  -2.4823  6.2358  0.023
C  1.7595  9.8359  -0.0364  0.025
C  -0.6296  -2.1754  5.0181  0.022
C  -5.4746  2.1813  -1.1050  -0.382
C  -0.0542  -4.9251  5.5735  0.030
C  -0.9032  -1.4592  -2.7996  0.018
C  -9.2492  0.1253  3.6017  0.025
C  -7.1999  2.3503  -3.3869  -0.383
C  3.6677  5.7371  -4.1288  -0.371
C  -2.1241  -8.8227  0.1188  0.016
C  -2.5317  -0.8913  -0.9413  0.041
C  -2.1250  0.3766  -0.9716  0.027
C  -11.2693  1.0506  1.7989  0.023
C  4.1697  6.7682  -3.1910  0.034
C  -7.5647  1.5315  -2.2073  0.029
H  5.6152  8.2725  -2.8247  0.124
H  5.9151  -6.5980  1.6025  0.076
H  3.0679  -0.7113  -1.3967  0.088
H  -0.3249  -3.1885  -1.2592  0.018
H  4.5569  5.4592  1.1427  0.123
H  3.6320  6.8828  -2.2517  0.089
H  5.9502  -1.7244  -1.4497  0.032
H  7.1614  -3.7686  0.5024  0.059
H  5.2736  -6.7228  0.1413  0.080
H  2.7653  -3.4252  1.7249  0.132
H  5.7637  -0.0602  -1.8933  0.032
H  5.9852  6.2025  -6.6463  0.122
H  5.4745  -3.7754  -1.0519  0.106
H  -5.6616  3.6722  -4.2140  0.123
H  -1.3123  -7.4995  1.5609  0.068
H  4.2083  0.1027  -0.3656  0.082
H  -4.1615  3.5239  -2.2319  0.123
H  5.0144  -2.0200  0.5942  0.105
H  4.4213  -5.1603  -1.0346  0.117
H  -4.0200  -11.6678  0.8514  0.122
H  -0.0419  -1.7344  7.0048  0.123
H  0.4186  -3.4809  1.3661  0.084
H  1.1074  -2.1631  0.3046  0.128
H  -8.5101  1.0064  -2.2546  0.116
H  -2.5353  1.1316  -0.3130  0.106
H  5.3943  -4.7357  2.8257  0.085
H  0.8377  12.3488  -2.2870  0.121
H  -11.9793  1.3798  1.0510  0.123
H  0.1848  -5.9404  5.8632  0.126
H  4.0016  4.8071  -6.0834  0.122
H  0.9341  2.8789  -1.1832  0.088
H  -8.5390  -0.2042  4.3491  0.124
H  -1.7502  -8.3058  -0.7565  0.096
H  -8.0553  -0.3212  1.9108  0.118
H  -7.0117  0.8599  -0.2791  0.103
H  -3.5808  -10.8595  3.1650  0.121
H  0.2676  0.1555  -3.5133  0.129
H  -0.8701  -1.1606  4.7276  0.122
H  3.3593  -1.5560  1.0613  0.122
H  -0.6429  -5.3662  3.5865  0.118
H  -0.4891  -2.2159  -3.4556  0.110
H  -12.4635  1.4965  3.4905  0.124
H  2.4810  -5.4005  1.8520  0.094
H  2.4049  10.1616  1.9548  0.122
H  1.0814  5.3683  -1.4982  0.129
H  1.8377  8.7567  -0.0209  0.091
H  1.4054  13.7523  -0.3105  0.121
H  5.8345  -3.3106  2.1657  0.074
H  7.1502  -5.1941  -0.2936  0.072
H  4.3905  2.9915  1.4475  0.122
H  -3.2947  -1.2377  -0.2557  0.127

Cartesian forces, eV/Å:
I 0.3 0.0 0.4
Br 0.2 1.0 -0.4
S -1.4 -2.2 -3.9
O 0.0 0.1 0.1
O 0.0 0.0 0.0
O 0.2 0.0 0.3
O 0.0 0.0 0.0
O 0.0 0.0 0.0
O 0.0 0.0 0.0
O 0.0 -0.3 0.3
O 0.0 0.0 0.0
O 0.0 0.0 0.0
O -0.2 0.0 0.0
O -0.4 0.3 -0.9
O -0.2 -0.1 0.0
O 0.0 0.0 0.0
O 1.1 0.4 2.3
O 0.3 2.3 0.9
O -1.8 -1.4 0.2
O 0.1 0.0 0.0
O 0.0 0.0 0.0
O 0.0 0.0 0.0
O 0.0 0.0 0.0
N 0.1 0.5 0.6
N -0.4 0.4 0.4
N -0.7 -0.6 -0.1
C 0.0 0.2 0.1
C 0.1 0.1 0.2
C 0.1 -0.1 0.0
C 0.0 0.0 -0.2
C 0.0 0.0 0.2
C 0.0 -0.1 0.0
C 0.2 0.1 0.1
C 0.0 0.1 0.1
C 0.1 -0.1 0.1
C 0.1 -1.1 -1.1
C 0.0 0.0 0.2
C 0.1 -0.1 -1.0
C 0.0 0.1 -0.2
C 0.0 0.0 -0.2
C -0.4 0.4 1.0
C 0.0 0.0 -0.1
C -0.1 0.0 -0.1
C -0.1 -0.2 -0.1
C -0.4 0.3 -0.1
C 1.0 0.3 0.1
C 0.0 -0.1 -0.1
C 0.0 0.0 0.2
C 1.3 -0.4 -1.3
C -0.1 -0.1 -0.1
C -0.2 0.1 0.1
C 1.5 0.1 1.6
C 0.1 0.1 0.1
C -0.4 0.5 0.5
C -0.1 -0.1 0.1
C 0.0 -0.1 0.2
C -0.2 -0.1 -0.1
C 0.1 0.0 0.0
C -0.1 0.0 -0.1
C 0.0 0.1 -0.1
C 0.0 -0.1 -0.1
C -0.2 -0.1 0.4
C 0.4 0.5 0.7
C 0.0 0.0 0.0
C -0.1 0.0 -0.2
C 0.1 0.0 -0.1
C -0.1 0.0 -0.2
C 0.1 0.1 0.0
C -0.1 0.2 -0.1
C 0.0 0.0 0.2
C 0.0 0.1 0.2
C 0.0 0.0 0.1
C 0.0 -0.1 -0.2
C 0.1 0.1 -0.2
C 0.1 -0.1 -0.2
C -0.1 0.0 -0.1
C -0.1 0.0 0.0
C 0.1 0.1 0.1
C 0.0 0.1 0.0
C -0.1 0.0 0.1
C -0.1 0.0 0.1
C 0.1 0.2 0.2
C 0.0 -0.1 0.1
H 0.0 0.0 0.0
H 0.0 -0.1 0.1
H 0.1 -0.2 0.1
H 0.5 -0.7 0.0
H 0.0 0.0 0.0
H 0.1 0.0 -0.4
H -0.3 -0.2 -0.5
H 0.3 0.0 -0.2
H -0.3 0.0 -0.1
H 0.2 0.1 -0.4
H -0.2 -0.2 -0.3
H 0.0 0.0 0.0
H -0.3 0.1 0.1
H 0.0 0.0 0.0
H 0.0 0.0 0.0
H -0.2 -0.2 0.0
H 0.0 0.0 0.0
H -0.3 0.1 0.2
H -0.2 0.2 0.2
H 0.0 0.0 0.0
H 0.0 0.0 0.0
H 0.1 0.4 -0.5
H 0.0 -0.1 0.3
H 0.0 0.0 0.0
H 0.0 0.0 0.0
H 0.0 0.1 0.2
H 0.0 0.0 0.0
H 0.0 0.0 0.0
H 0.0 0.0 0.0
H 0.0 0.0 0.0
H 0.0 0.2 0.0
H 0.0 0.0 0.0
H 0.0 0.0 0.0
H 0.0 0.0 0.0
H 0.0 0.0 0.0
H 0.0 0.0 0.0
H 0.0 0.0 0.0
H 0.0 0.0 0.0
H 0.1 -0.1 -0.1
H 0.0 0.0 0.0
H 0.0 0.0 0.0
H 0.0 0.0 0.0
H 0.2 -0.3 0.4
H 0.0 0.0 0.0
H 0.0 0.0 0.0
H 0.0 0.0 -0.1
H 0.0 0.0 0.0
H 0.1 0.1 0.0
H 0.0 0.0 -0.1
H 0.0 0.0 0.0
H 0.0 0.0 0.0